Entry 1:
Entry from OMol25: a molecular structure, C57H48CrN2P3SSi (ωB97M-V/def2-TZVPD).

Calculated values
**HOMO level (spin up / spin down)**: -13.22 / -13.04 eV
**E_tot**: -5066.24089 Ha
**Molar mass**: 966.096 g/mol
**ΔE to the lowest compared entry with this formula, charge and spin**: 0.0 kcal/mol

Structure (ORCA input):
```
! RIJCOSX wB97M-V def2-TZVPD def2/J DEFGRID3
* xyz 2 4
Cr 0.031 0.006 -0.285
C -1.084 2.610 -5.602
C -1.825 1.442 -5.702
C -1.677 0.437 -4.758
C -0.780 0.596 -3.703
C -0.045 1.777 -3.601
C -0.192 2.778 -4.552
P -0.513 -0.718 -2.459
C -2.035 -1.667 -2.718
C -2.108 -2.829 -3.476
C -3.345 -3.403 -3.732
C -4.500 -2.835 -3.220
C -4.428 -1.685 -2.445
C -3.199 -1.099 -2.197
C 0.870 -1.684 -3.150
C 0.868 -2.043 -4.497
C 1.906 -2.797 -5.019
C 2.952 -3.195 -4.199
C 2.974 -2.810 -2.868
C 1.945 -2.044 -2.320
Si 1.965 -1.446 -0.518
C 3.526 -0.635 0.192
C 4.802 -1.194 0.158
C 5.829 -0.677 0.931
C 5.583 0.385 1.790
C 4.330 0.979 1.817
C 3.318 0.501 0.989
P 1.721 1.348 0.747
C 1.609 2.626 2.034
C 2.509 3.695 2.059
C 2.434 4.635 3.071
C 1.464 4.518 4.061
C 0.565 3.464 4.035
C 0.635 2.515 3.023
C 2.070 2.331 -0.776
C 1.437 3.565 -0.958
C 1.704 4.330 -2.081
C 2.578 3.862 -3.055
C 3.186 2.627 -2.898
C 2.937 1.864 -1.765
C 1.747 -2.903 0.675
C 2.753 -3.824 0.969
C 2.545 -4.836 1.891
C 1.327 -4.939 2.553
C 0.316 -4.036 2.280
C 0.529 -3.022 1.345
P -0.815 -1.873 0.940
C -2.172 -3.090 0.798
C -1.898 -4.239 0.055
C -2.782 -5.303 0.072
C -3.957 -5.220 0.806
C -4.244 -4.072 1.525
C -3.353 -3.009 1.530
C -1.160 -0.955 2.471
C -0.306 -1.002 3.573
C -0.583 -0.236 4.695
C -1.707 0.578 4.726
C -2.555 0.637 3.628
C -2.277 -0.114 2.499
H -1.196 3.387 -6.347
H -2.522 1.311 -6.519
H -2.263 -0.470 -4.841
H 0.650 1.907 -2.781
H 0.395 3.684 -4.476
H -1.210 -3.273 -3.886
H -3.405 -4.300 -4.335
H -5.460 -3.290 -3.423
H -5.332 -1.246 -2.043
H -3.136 -0.180 -1.622
H 0.060 -1.722 -5.144
H 1.900 -3.069 -6.066
H 3.758 -3.794 -4.603
H 3.811 -3.108 -2.246
H 4.995 -2.052 -0.477
H 6.818 -1.115 0.882
H 6.369 0.760 2.431
H 4.149 1.808 2.484
H 3.261 3.788 1.287
H 3.138 5.456 3.092
H 1.416 5.250 4.857
H -0.190 3.374 4.805
H -0.063 1.685 3.000
H 0.761 3.940 -0.202
H 1.252 5.309 -2.181
H 2.793 4.463 -3.929
H 3.865 2.254 -3.653
H 3.455 0.923 -1.637
H 3.715 -3.747 0.476
H 3.336 -5.544 2.103
H 1.164 -5.727 3.277
H -0.642 -4.118 2.781
H -0.968 -4.315 -0.497
H -2.550 -6.204 -0.481
H -4.644 -6.057 0.825
H -5.155 -4.009 2.106
H -3.564 -2.147 2.147
H 0.565 -1.645 3.557
H 0.082 -0.276 5.547
H -1.924 1.165 5.609
H -3.434 1.269 3.653
H -2.931 -0.058 1.637
S -1.621 1.864 -0.066
C -1.732 3.456 -0.627
N -1.765 4.521 0.169
C -2.004 5.765 -0.566
C -2.165 5.264 -2.018
N -1.885 3.833 -1.889
H -1.735 4.462 1.172
H -1.157 6.442 -0.459
H -2.897 6.268 -0.199
H -1.463 5.739 -2.701
H -3.175 5.419 -2.397
H -1.885 3.190 -2.665
*
```

Mulliken population analysis, charges in e, atoms 1 to 5:
1 Cr -0.77
2 C -1.03
3 C -0.91
4 C -0.75
5 C 0.71

=====

Entry 2:
Entry from OMol25: a gas-phase ion, C5H6N (charge +1) (ωB97M-V/def2-TZVPD).

Calculated values
**HOMO level**: -15.19 eV
**E_tot**: -248.38701 Ha
**Molar mass**: 80.110 g/mol
**ΔE to the lowest compared entry with this formula, charge and spin**: 143.5 kcal/mol

Structure (ORCA input):
```
! RIJCOSX wB97M-V def2-TZVPD def2/J DEFGRID3
* xyz 1 1
C -1.471 1.209 -0.102
C -2.124 0.034 -0.061
C -1.098 -1.048 0.083
C 0.681 0.530 0.117
C -0.278 1.803 -0.129
N 0.199 -0.733 -0.376
H -1.229 -1.074 1.175
H -1.599 -2.087 -0.186
H 1.762 0.620 -0.262
H 0.773 0.371 1.173
H 0.197 2.737 -0.196
H 0.296 -1.064 -1.313
*
```

natural (NBO) population analysis, charges in e, atoms 1 to 5:
1 C 0.05
2 C 0.27
3 C -0.34
4 C -0.27
5 C 0.02

=====

Entry 3:
Entry from OMol25: a molecular structure, C45H32BrIIrO2P2S4 (ωB97M-V/def2-TZVPD).

Calculated values
**HOMO level (spin up / spin down)**: -10.00 / -10.00 eV
**E_tot**: -7135.88552 Ha
**Molar mass**: 1193.990 g/mol

Structure (ORCA input):
```
! RIJCOSX wB97M-V def2-TZVPD def2/J DEFGRID3
* xyz 1 1
Ir 0.316 0.996 -0.803
O -2.305 -0.191 0.954
C -3.105 -1.049 0.264
C -4.427 -1.344 0.556
C -5.081 -2.286 -0.224
C -4.424 -2.922 -1.268
C -3.121 -2.570 -1.579
C -2.455 -1.599 -0.837
P -0.749 -1.074 -1.232
C -0.729 -1.255 -3.051
C -1.822 -0.885 -3.835
C -1.723 -0.877 -5.218
C -0.536 -1.236 -5.837
C 0.558 -1.601 -5.066
C 0.461 -1.602 -3.685
C 0.207 -2.479 -0.570
C 0.634 -2.377 0.751
C 1.207 -3.464 1.393
C 1.378 -4.657 0.709
C 0.963 -4.765 -0.612
C 0.366 -3.688 -1.247
C -2.269 0.059 2.291
C -3.026 -0.574 3.269
C -2.860 -0.185 4.589
C -1.956 0.810 4.933
C -1.172 1.388 3.951
C -1.300 0.999 2.621
P -0.178 1.719 1.373
C 1.387 1.675 2.332
C 2.368 2.665 2.305
C 3.533 2.523 3.044
C 3.735 1.398 3.829
C 2.768 0.404 3.860
C 1.613 0.535 3.109
C -0.788 3.430 1.338
C -0.343 4.421 2.210
C -0.890 5.694 2.151
C -1.894 5.986 1.240
C -2.370 4.991 0.398
C -1.821 3.720 0.447
H -4.939 -0.845 1.364
H -6.112 -2.529 -0.007
H -4.932 -3.679 -1.849
H -2.626 -3.048 -2.414
H -2.755 -0.591 -3.372
H -2.579 -0.586 -5.813
H -0.463 -1.231 -6.917
H 1.488 -1.884 -5.543
H 1.315 -1.888 -3.089
H 0.514 -1.439 1.280
H 1.532 -3.373 2.421
H 1.831 -5.506 1.205
H 1.092 -5.697 -1.147
H 0.020 -3.797 -2.266
H -3.719 -1.359 3.013
H -3.449 -0.667 5.357
H -1.847 1.117 5.963
H -0.435 2.131 4.228
H 2.238 3.553 1.704
H 4.282 3.303 3.011
H 4.637 1.300 4.418
H 2.911 -0.476 4.475
H 0.858 -0.238 3.170
H 0.422 4.211 2.945
H -0.531 6.460 2.826
H -2.315 6.981 1.196
H -3.171 5.205 -0.299
H -2.202 2.947 -0.209
O -0.966 7.267 -3.062
C -0.695 6.157 -2.734
S -1.685 4.730 -3.140
C -0.643 3.557 -2.379
C 0.494 4.027 -1.762
S 1.544 3.015 -0.875
S 0.782 5.737 -1.812
S -1.070 1.908 -2.358
Br 4.249 -1.316 1.345
C 4.217 -2.328 -0.246
C 4.749 -3.610 -0.226
C 4.798 -4.357 -1.390
C 4.328 -3.826 -2.580
C 3.791 -2.549 -2.601
C 3.715 -1.804 -1.431
I 2.976 0.161 -1.551
H 5.136 -4.008 0.702
H 5.223 -5.352 -1.367
H 4.386 -4.397 -3.497
H 3.452 -2.120 -3.535
*
```

Mulliken population analysis, charges in e, atoms 1 to 5:
1 Ir 1.17
2 O 0.48
3 C -0.02
4 C -0.72
5 C -0.78

=====

Entry 4:
Entry from OMol25: a molecular structure, C11H29N3O6V (ωB97M-V/def2-TZVPD).

Calculated values
**HOMO level (spin up / spin down)**: -10.98 / -10.98 eV
**E_tot**: -1995.89113 Ha
**Molar mass**: 350.312 g/mol

Structure (ORCA input):
```
! RIJCOSX wB97M-V def2-TZVPD def2/J DEFGRID3
* xyz 1 3
O -3.703 30.076 19.865
V -4.385 28.587 19.754
C -0.360 26.161 20.810
C -1.377 26.818 19.810
O -2.513 27.493 20.346
H 0.245 26.887 21.353
H 0.223 25.511 20.157
H -0.713 25.349 21.445
H -1.764 26.091 19.097
H -0.837 27.524 19.179
C -7.444 31.485 19.903
C -7.465 30.284 18.960
O -6.514 29.263 19.348
H -8.087 32.245 19.460
H -6.476 31.957 20.069
H -7.782 31.332 20.928
H -7.336 30.562 17.914
H -8.479 29.884 18.949
C -5.800 28.110 22.729
O -4.911 28.526 21.943
N -5.516 27.543 23.845
N -7.016 27.920 22.344
H -4.536 27.325 23.948
H -6.234 27.214 24.475
H -7.337 28.593 21.663
H -7.673 27.618 23.050
C 0.074 28.778 16.683
O -1.409 28.787 16.546
C -2.107 29.950 17.006
C -3.615 29.759 16.775
N -3.902 28.522 17.474
C -5.105 27.815 17.005
C -5.004 26.496 17.755
O -5.017 26.631 19.160
C -5.174 25.364 19.848
H 0.414 28.742 17.718
H 0.400 29.791 16.450
H 0.580 28.001 16.110
H -1.648 30.711 16.375
H -1.866 30.211 18.037
H -3.540 29.655 15.692
H -4.186 30.623 17.113
H -3.165 27.935 17.109
H -5.060 27.517 15.957
H -6.096 28.174 17.283
H -4.084 26.016 17.422
H -5.750 25.704 17.680
H -4.426 24.684 19.440
H -6.092 24.787 19.959
H -4.789 25.549 20.851
*
```

natural (NBO) population analysis, charges in e, atoms 1 to 5:
1 O -0.48
2 V 1.54
3 C -0.65
4 C -0.14
5 O -0.26

=====

Entry 5:
Entry from OMol25: C4H4N2S in the gas phase (ωB97M-V/def2-TZVPD).

Calculated values
**HOMO level (spin up / spin down)**: -7.88 / -7.88 eV
**E_tot**: -662.27773 Ha
**Molar mass**: 112.157 g/mol
**ΔE to the lowest compared entry with this formula, charge and spin**: 155.6 kcal/mol

Structure (ORCA input):
```
! RIJCOSX wB97M-V def2-TZVPD def2/J DEFGRID3
* xyz 0 1
C -1.179 -0.046 0.769
C 0.615 0.550 -0.807
C -1.046 -1.321 1.082
C 1.752 -0.072 -1.084
N -1.532 1.120 0.701
N -1.233 2.136 0.048
S 0.211 2.232 -0.737
H -1.594 -1.736 1.876
H -0.462 -2.050 0.570
H 2.801 0.267 -1.070
H 1.666 -1.081 -1.349
*
```

natural (NBO) population analysis, charges in e, atoms 1 to 5:
1 C 0.38
2 C -0.40
3 C -0.51
4 C -0.45
5 N -0.21

=====

The lowest E_tot belongs to which entry?
C45H32BrIIrO2P2S4

=====

What did the second record say?
Entry from OMol25: a gas-phase ion, C5H6N (charge +1) (ωB97M-V/def2-TZVPD).

Calculated values
**HOMO level**: -15.19 eV
**E_tot**: -248.38701 Ha
**Molar mass**: 80.110 g/mol
**ΔE to the lowest compared entry with this formula, charge and spin**: 143.5 kcal/mol

Structure (ORCA input):
```
! RIJCOSX wB97M-V def2-TZVPD def2/J DEFGRID3
* xyz 1 1
C -1.471 1.209 -0.102
C -2.124 0.034 -0.061
C -1.098 -1.048 0.083
C 0.681 0.530 0.117
C -0.278 1.803 -0.129
N 0.199 -0.733 -0.376
H -1.229 -1.074 1.175
H -1.599 -2.087 -0.186
H 1.762 0.620 -0.262
H 0.773 0.371 1.173
H 0.197 2.737 -0.196
H 0.296 -1.064 -1.313
*
```

natural (NBO) population analysis, charges in e, atoms 1 to 5:
1 C 0.05
2 C 0.27
3 C -0.34
4 C -0.27
5 C 0.02

=====

Among the records above, which one has the lowest E_tot?
C45H32BrIIrO2P2S4